Record 1
A structure of composition C9H16Cl2N2O2PTl at a distorted geometry, computed with wB97M-V/def2-TZVPD.

Cartesian coordinates (Å):
C -2.490 2.105 -1.462
C -1.172 1.716 -1.094
H -2.681 2.187 -2.560
H -2.829 2.934 -0.841
H -3.132 1.318 -1.006
O -0.030 1.641 -1.501
Cl -1.393 0.712 0.683
Tl 0.925 -0.735 2.742
P -0.659 -2.046 -0.161
C 0.229 -2.878 -1.479
C -0.947 -3.588 0.836
H -2.882 -1.342 -0.242
H -2.534 -2.906 -1.089
H -2.284 -1.325 -1.927
C -2.262 -1.860 -0.971
H -1.503 -3.051 1.635
H -1.603 -4.465 0.501
H -0.466 -3.680 -1.717
H 1.186 -3.268 -1.115
H -0.045 -4.057 1.239
H 0.389 -2.210 -2.326
C 2.019 -0.305 -0.357
O 2.536 -0.079 -1.381
Cl 3.008 -2.290 2.938
N 0.880 2.905 0.874
C 1.741 3.968 0.893
C 2.991 3.470 1.299
C 2.763 2.090 1.501
N 1.526 1.696 1.158
H -0.138 2.908 0.865
H 1.470 4.996 0.657
H 3.888 4.021 1.529
H 3.500 1.415 1.881

Output
LUMO energy (alpha / beta)	-10.63 / -11.87	eV
charge	+2
ΔE to the lowest compared entry with this formula, charge and spin	4.9187	eV
frontier orbital gap (alpha / beta)	4.2 / 2.9	eV
highest occupied orbital energy (alpha / beta)	-14.78 / -14.76	eV


Record 2
A cluster of 2 separate species, C9H16ClN5O4 in total at a distorted geometry, computed with wB97M-V/def2-TZVPD.

Cartesian coordinates (Å):
C -0.970 1.580 1.677
C -1.395 0.896 0.249
N -0.240 0.518 -0.652
C 1.011 0.147 0.114
C 2.108 -0.692 -0.827
N 1.623 -2.153 -0.788
C 1.716 -3.087 0.428
N 1.099 -4.426 0.083
C 0.693 -4.166 -1.358
N 0.046 -5.118 -2.144
N 1.039 -2.780 -1.880
Cl 0.728 -2.233 -3.489
C -0.001 1.595 -1.687
C -0.978 1.534 -3.042
O 0.918 2.546 -1.503
H -1.863 2.313 1.975
H -0.008 2.244 1.647
H -0.957 0.725 2.480
H -2.029 1.715 -0.339
H -2.085 -0.035 0.419
H 1.601 1.060 0.561
H 0.728 -0.546 1.021
H 3.200 -0.607 -0.413
H 2.115 -0.269 -1.934
H 2.214 -2.762 1.462
H 0.561 -5.641 -2.898
H -0.966 -5.326 -1.895
H -1.707 2.475 -3.073
H -0.335 1.453 -4.018
H -1.689 0.578 -3.007
C -0.906 3.487 4.601
O -1.054 3.923 5.768
O -1.890 3.902 3.816
O -0.022 2.762 4.092
H -2.306 4.388 4.557

Output
LUMO energy	-2.86	eV
charge	0
frontier orbital gap	3.2	eV
highest occupied orbital energy	-6.05	eV


Record 3
A structure of composition C9H16INNiO at a distorted geometry, computed with wB97M-V/def2-TZVPD.

Cartesian coordinates (Å):
C 0.355 -1.405 -3.717
C 0.629 0.187 -3.806
H 1.142 -1.828 -3.072
H 0.369 -1.968 -4.632
H -0.706 -1.451 -3.389
H 1.271 0.741 -3.071
H 1.269 0.244 -4.699
H -0.256 0.783 -4.094
Ni 0.286 -0.687 -2.106
C -0.537 0.987 -1.485
H 0.394 1.556 -1.312
H -1.142 0.880 -0.574
H -1.116 1.421 -2.320
I -0.700 -3.110 -1.644
O -2.124 0.043 1.027
C -1.632 -1.285 1.038
C -0.140 -1.318 1.136
C 0.382 -1.669 2.381
C 1.759 -1.674 2.566
C 2.557 -1.353 1.474
C 1.971 -1.053 0.244
N 0.628 -0.990 0.083
H -1.878 0.449 1.874
H -2.059 -1.813 1.906
H -1.981 -1.783 0.121
H -0.322 -1.928 3.168
H 2.186 -1.921 3.535
H 3.639 -1.331 1.544
H 2.567 -0.865 -0.656

Output
LUMO energy (alpha / beta)	0.36 / 0.21	eV
charge	0
ΔE to the lowest compared entry with this formula, charge and spin	0.0000	eV
multiplicity	3
frontier orbital gap (alpha / beta)	7.6 / 8.0	eV
highest occupied orbital energy (alpha / beta)	-7.22 / -7.82	eV


Record 4
The molecule C9H16INO at a distorted geometry, computed with wB97M-V/def2-TZVPD.

Cartesian coordinates (Å):
C 0.643 -2.095 1.355
C 0.110 -1.298 0.135
C -0.933 -2.302 -0.506
C 1.158 -0.976 -0.853
C 1.115 0.118 -1.644
C 0.105 1.218 -1.430
C -0.046 1.319 0.184
C 1.314 1.585 0.887
C -0.994 2.499 0.458
N -0.542 -0.009 0.544
O -1.815 -0.151 0.970
I -3.579 -0.012 -0.268
H 1.295 -1.515 1.868
H 1.207 -2.915 0.845
H -0.138 -2.552 2.003
H -1.929 -2.325 -0.019
H -0.424 -3.235 -0.380
H -1.070 -2.140 -1.583
H 1.902 -1.820 -1.012
H 1.741 0.152 -2.542
H 0.487 2.159 -1.899
H -0.829 0.865 -1.830
H 1.204 1.792 1.933
H 1.810 2.497 0.491
H 1.952 0.767 0.811
H -1.940 2.493 -0.260
H -0.383 3.403 0.329
H -1.421 2.480 1.413

Output
LUMO energy (alpha / beta)	-0.71 / -0.80	eV
charge	0
ΔE to the lowest compared entry with this formula, charge and spin	0.0000	eV
frontier orbital gap (alpha / beta)	7.3 / 7.6	eV
SMILES	CC1(C)C=CCC(C)(C)N1OI
highest occupied orbital energy (alpha / beta)	-8.02 / -8.40	eV


Record 5
The molecule C9H16INO at a distorted geometry, computed with wB97M-V/def2-TZVPD.

Cartesian coordinates (Å):
C 1.917 0.225 0.122
C 1.227 1.320 -0.033
C 1.310 -1.093 0.501
C -0.251 1.271 0.198
C -0.126 -1.155 -0.087
C -0.795 1.968 -1.141
C -0.591 2.077 1.423
C 0.115 -1.413 -1.600
C -0.879 -2.368 0.460
N -0.788 -0.028 0.417
O -3.202 -0.541 -1.365
I -2.845 -0.081 0.400
H 3.075 0.297 0.236
H 1.764 2.310 -0.282
H 1.935 -1.852 0.050
H 1.483 -1.054 1.584
H -1.753 1.661 -1.457
H -0.128 1.696 -2.017
H -0.702 2.980 -1.024
H -1.590 2.230 1.486
H -0.061 3.142 1.627
H -0.274 1.429 2.155
H 1.051 -1.046 -1.977
H -0.735 -0.827 -2.045
H 0.110 -2.554 -1.554
H -1.097 -2.206 1.465
H -0.295 -3.281 0.376
H -1.818 -2.724 -0.059

Output
LUMO energy	-0.14	eV
charge	0
ΔE to the lowest compared entry with this formula, charge and spin	1.9949	eV
frontier orbital gap	8.5	eV
highest occupied orbital energy	-8.62	eV


Record 6
A structure of composition C9H16MgN3O9 at a distorted geometry, computed with wB97M-V/def2-TZVPD.

Cartesian coordinates (Å):
Mg 10.319 5.619 6.392
O 13.618 7.415 4.619
C 13.215 7.138 5.996
C 12.047 8.034 6.288
N 11.137 7.464 7.273
C 11.807 7.183 8.584
C 11.789 5.638 8.907
O 12.344 5.347 9.968
O 11.455 4.854 8.013
C 9.961 8.290 7.247
C 9.069 8.111 5.989
O 8.267 9.008 5.727
O 9.250 7.029 5.333
H 12.853 7.207 4.109
H 14.093 7.334 6.704
H 12.921 6.073 6.168
H 11.449 8.114 5.394
H 12.383 9.004 6.658
H 11.408 7.769 9.413
H 12.880 7.435 8.565
H 10.144 9.356 7.289
H 9.407 8.019 8.138
C 4.944 6.517 5.591
O 5.599 5.332 6.009
C 6.414 5.556 7.059
O 6.187 6.407 7.902
N 7.416 4.629 7.072
N 8.586 5.098 7.766
H 4.752 6.249 4.543
H 5.500 7.468 5.639
H 4.006 6.637 6.156
H 7.790 4.297 6.179
H 8.969 4.326 8.322
H 8.167 5.866 8.288
O 9.705 4.061 5.201
C 10.680 4.318 4.416
O 11.492 5.258 4.741
H 10.656 3.691 3.535

Output
LUMO energy	2.92	eV
charge	-1
ΔE to the lowest compared entry with this formula, charge and spin	0.2208	eV
frontier orbital gap	8.9	eV
highest occupied orbital energy	-5.95	eV


Record 7
A cluster of 2 separate species, C9H16N2O2 in total at a distorted geometry, computed with wB97M-V/def2-TZVPD.

Cartesian coordinates (Å):
O -2.424 2.938 -0.338
C -1.695 2.359 0.472
C -2.036 1.193 1.256
C -1.147 0.576 2.071
N 0.209 0.989 2.065
C 0.599 2.244 1.728
O 1.521 2.924 2.202
N -0.350 2.736 0.782
H -3.146 0.713 1.322
H -1.355 -0.369 2.486
H 0.660 0.880 3.008
H -0.049 3.739 0.730
C 1.115 -2.284 -0.370
C 0.972 -2.839 -1.847
C 1.746 -4.186 -2.106
C 1.360 -1.811 -2.863
C -0.633 -2.791 -1.886
H 0.552 -2.804 0.515
H 2.184 -2.038 -0.122
H 0.568 -1.402 -0.357
H 1.278 -4.692 -2.992
H 2.878 -4.134 -2.285
H 1.417 -4.993 -1.265
H 0.553 -2.041 -3.720
H 2.420 -1.939 -3.031
H 1.289 -0.826 -2.289
H -0.702 -1.531 -2.145
H -0.886 -3.318 -2.715
H -1.138 -2.987 -0.732

Output
LUMO energy	0.06	eV
charge	0
ΔE to the lowest compared entry with this formula, charge and spin	4.6837	eV
frontier orbital gap	10.1	eV
SMILES	O=c1cc[nH]c(=O)[nH]1.CC(C)(C)C
highest occupied orbital energy	-10.05	eV


Record 8
A cluster of 2 separate species, C9H16N3 in total at a distorted geometry, computed with wB97M-V/def2-TZVPD.

Cartesian coordinates (Å):
C 0.365 -0.696 -2.782
C 2.036 -1.015 0.589
C 1.636 -0.552 -0.621
C 1.533 -2.273 0.964
C 0.695 -1.247 -1.463
C 0.427 -2.892 0.272
C 0.012 -2.396 -0.991
H 2.633 -0.399 1.258
H 2.124 0.436 -0.969
H 2.104 -2.795 1.704
H 0.281 -3.905 0.666
H -0.645 -0.385 -2.917
H 0.513 -1.466 -3.579
H -0.716 -2.836 -1.697
H 1.025 0.167 -3.245
C -1.540 2.543 -1.007
C -1.066 1.587 1.310
N -1.993 2.192 0.391
N -0.177 2.563 1.525
N -1.146 0.520 2.028
H -2.884 1.872 0.249
H -0.404 3.518 1.362
H 0.803 2.441 1.723
H -0.336 0.107 2.468
H -1.569 -0.388 1.819
H -2.115 2.048 -1.750
H -0.438 2.740 -1.027
H -1.742 3.575 -1.303

Output
LUMO energy (alpha / beta)	0.85 / 0.80	eV
charge	0
ΔE to the lowest compared entry with this formula, charge and spin	2.3664	eV
multiplicity	2
frontier orbital gap (alpha / beta)	4.6 / 9.5	eV
highest occupied orbital energy (alpha / beta)	-3.71 / -8.70	eV